(1)
A molecular structure, C13H16FIrNO4S6Si in a non-equilibrium geometry. Source: OMol25; level of theory: ωB97M-V/def2-TZVPD.

Summary:
E = -101869.231 eV
F_max = 2.11 eV Å⁻¹
highest occupied orbital energy = -4.87 eV
charge = -1
orbital gap = 7.127 eV
energy relative to the best compared isomer or geometry (same formula, charge and spin) = 0.748 eV

```
43
C13H16FIrNO4S6Si (ωB97M-V/def2-TZVPD)
Ir 0.86819 1.23345 -0.41372
C -2.35679 1.37914 1.60528
Si -2.34605 0.86851 -0.18494
C -2.55182 2.37101 -1.27271
C -3.88076 -0.19316 -0.42751
N -0.85080 0.05481 -0.45712
C -0.59364 -1.01284 -1.29367
C -1.49864 -1.63964 -2.16038
C -1.12491 -2.75486 -2.89939
C 0.15166 -3.29281 -2.81297
C 1.07523 -2.70013 -1.95665
C 0.66601 -1.60697 -1.24826
F 1.54661 -0.99249 -0.37658
H -3.21445 2.02299 1.82225
H -1.45065 1.92708 1.87053
H -2.42568 0.49703 2.24166
H -3.36697 2.99468 -0.89376
H -2.79392 2.07755 -2.29744
H -1.64646 2.97816 -1.30821
H -4.70186 0.29585 0.10384
H -3.76426 -1.19583 -0.01011
H -4.17869 -0.28878 -1.47331
H -2.49809 -1.24163 -2.25289
H -1.85107 -3.20563 -3.56440
H 0.43498 -4.15050 -3.40687
H 2.08562 -3.06849 -1.84179
O 2.07117 3.62598 -3.10299
S 1.63280 2.65253 -2.16624
O 2.69518 1.92341 -1.35947
O 0.77389 3.19513 -0.97981
O 0.73731 1.55308 -2.65576
C 4.88116 0.56164 2.37493
S 4.07483 -0.96896 1.85137
C 2.50603 -0.90101 2.65209
C 1.54513 0.04692 2.59130
S 1.63706 1.57700 1.72164
S 0.13751 -0.28508 3.57240
C 0.58466 -1.82867 4.17709
S -0.35174 -2.75207 5.17246
S 2.15434 -2.29806 3.63761
H 5.93374 0.43131 2.12396
H 4.78261 0.69424 3.45042
H 4.47156 1.41609 1.84811
```

***

(2)
2 unconnected molecules or ions with the total composition C6H19B2N3O4 in a non-equilibrium geometry. Source: OMol25; level of theory: ωB97M-V/def2-TZVPD.

Summary:
E = -20542.453 eV
F_max = 1.27 eV Å⁻¹
highest occupied orbital energy = -4.24 eV
charge = 0
orbital gap = 2.846 eV

```
34
C6H19B2N3O4 (ωB97M-V/def2-TZVPD)
N 0.08346 -2.52124 -0.48318
B -0.77633 -1.36489 -0.31659
O -1.18330 -0.65222 -1.38371
C -1.38127 -0.86137 1.13646
C -2.85003 -0.47699 1.00301
O -2.95193 0.80922 0.43305
C -2.69949 1.77481 1.41795
C -1.33652 1.59229 2.11614
N -0.59440 0.31589 1.78280
B 0.66611 0.55499 0.86833
N 0.58686 1.46213 -0.19071
O 1.73948 -0.21445 1.13872
H -0.40624 -3.40988 -0.45325
H 0.85967 -2.59248 0.16485
H -0.57787 -0.77811 -2.12973
H -1.29114 -1.71583 1.80979
H -3.37892 -0.49159 1.96560
H -3.33204 -1.17812 0.32258
H -3.48665 1.72927 2.18075
H -2.75776 2.75489 0.94955
H -0.66682 2.41649 1.88604
H -1.48861 1.59746 3.19453
H -0.25335 -0.02137 2.67725
H 1.25262 2.22290 -0.19676
H -0.32782 1.75049 -0.51067
H 1.77538 -0.72777 1.94734
C 2.57594 -0.08498 -2.12845
C 3.63478 -0.40678 -3.20674
O 4.71607 0.35895 -3.09603
H 2.26926 0.95898 -2.23377
H 1.67531 -0.72514 -2.22671
H 2.99864 -0.23495 -1.13143
H 3.08441 -0.32234 -4.19087
H 3.82252 -1.51825 -3.11615
```

***

(3)
A molecular structure, C10H11BeClNO5 in a non-equilibrium geometry. Source: OMol25; level of theory: ωB97M-V/def2-TZVPD.

Summary:
E = -35205.756 eV
F_max = 2.29 eV Å⁻¹
highest occupied orbital energy = -5.40 eV
charge = -1
orbital gap = 7.831 eV

```
29
C10H11BeClNO5 (ωB97M-V/def2-TZVPD)
Be 0.93425 0.60691 1.12351
O 1.46589 -3.18250 -4.17412
C 0.60017 -2.30397 -4.10211
O -0.36110 -1.96582 -4.79574
C 0.65562 -1.45250 -2.80281
C -0.08109 -0.27127 -2.72652
C -0.01707 0.45456 -1.53772
N 0.68392 0.01909 -0.52308
C 1.37735 -1.15313 -0.56172
C 1.40701 -1.89813 -1.70918
C 2.06684 -1.49015 0.74631
O 2.71425 -2.51029 0.89774
O 1.86468 -0.56363 1.64373
H -0.68871 0.03817 -3.56679
H -0.55564 1.39636 -1.36836
H 1.96175 -2.82252 -1.82781
Cl 0.69693 3.09568 2.81132
C 1.20750 2.34437 1.24608
H 2.28147 2.49453 1.20605
H 0.77821 2.95924 0.47240
C -2.85008 0.76943 2.67753
C -1.80510 0.96260 1.60641
O -0.57902 0.34243 2.01625
H -3.73067 1.36870 2.41928
H -2.50516 1.09792 3.66621
H -3.13747 -0.28625 2.76700
H -1.54241 2.00190 1.46025
H -2.11066 0.52536 0.65338
H -0.73164 -0.57712 2.28252
```

***

(4)
A molecular structure, C46H52N8RuS5. Source: OMol25; level of theory: ωB97M-V/def2-TZVPD.

Summary:
E = -117199.122 eV
F_max = 0.45 eV Å⁻¹
multiplicity = 2
highest occupied orbital energy (spin up / spin down) = -15.32 / -15.32 eV
charge = +3
orbital gap (spin up / spin down) = 7.351 / 6.869 eV
energy relative to the best compared isomer or geometry (same formula, charge and spin) = 0.000 eV
expectation value of S² = 0.76

```
112
C46H52N8RuS5 (ωB97M-V/def2-TZVPD)
Ru -0.44442 0.62017 0.75148
C 2.21004 -0.59725 1.65036
C 2.20801 -0.55867 0.13700
N 0.82167 -0.67550 -0.37836
C 0.27824 -2.07081 -0.48113
C -0.32089 -2.55740 0.84361
S -1.19723 -1.25163 1.79896
C -0.24863 -1.30542 3.37469
C 0.69930 -0.12401 3.52496
N 1.18033 0.33128 2.19413
H 1.98299 -1.59920 2.00990
H 3.19831 -0.34302 2.03633
H 2.60127 0.39444 -0.21881
H 2.84488 -1.35020 -0.26669
H 0.79923 -0.32346 -1.33299
H -1.71931 -1.93129 -1.12981
H 1.10802 -2.73563 -0.74269
H -1.05744 -3.33305 0.64121
H 0.44936 -2.97559 1.48674
H -0.99068 -1.29675 4.17141
H 0.25719 -2.26777 3.42649
H 0.18713 0.71630 3.98483
H 1.54524 -0.39454 4.16093
H 1.61205 1.24161 2.32949
N -0.70398 -2.05127 -1.54568
S -0.77814 -3.26712 -2.65209
N -2.99684 -1.83288 -0.40789
S -3.91977 -1.04214 -1.22679
N -3.27149 0.01157 -2.31287
S -2.38870 1.22217 -1.92571
N -1.33312 1.17256 -0.80702
C -1.51239 1.54423 -3.43442
C -1.68812 0.72092 -4.53529
C -0.94905 0.98058 -5.68313
C -0.06411 2.04786 -5.71798
C 0.09785 2.86705 -4.60437
C -0.62508 2.61522 -3.45166
C -3.40938 2.65677 -1.67276
C -3.88637 3.36471 -2.77078
C -4.75280 4.42530 -2.55355
C -5.13848 4.75723 -1.26049
C -4.66381 4.02957 -0.17623
C -3.79351 2.96939 -0.37582
C -4.93260 -1.96182 -2.36082
C -5.33585 -3.20653 -1.89167
C -6.14303 -3.99715 -2.69472
C -6.53507 -3.54320 -3.94756
C -6.12524 -2.29740 -4.40395
C -5.32080 -1.49334 -3.60958
C -5.09493 -0.08829 -0.29054
C -6.12101 0.60964 -0.91686
C -7.00151 1.33846 -0.13600
C -6.85240 1.35958 1.24751
C -5.82542 0.65363 1.85723
C -4.93721 -0.08364 1.08472
C -0.52022 -4.81365 -1.82810
C 0.72805 -5.27622 -1.41484
C 0.79480 -6.46300 -0.70605
C -0.36876 -7.17074 -0.41557
C -1.60571 -6.69907 -0.83070
C -1.68939 -5.51209 -1.54428
C 0.66904 -3.02707 -3.66135
C 1.23276 -4.11330 -4.31977
C 2.27178 -3.88682 -5.21011
C 2.72666 -2.59606 -5.44343
C 2.13031 -1.51795 -4.80328
C 1.08592 -1.72558 -3.91480
H -2.39024 -0.09969 -4.49190
H -1.07763 0.35264 -6.55444
H 0.49736 2.25279 -6.61976
H 0.78202 3.70390 -4.64148
H -0.50932 3.25086 -2.58284
H -3.58994 3.10191 -3.77767
H -5.13052 4.98973 -3.39517
H -5.81999 5.58231 -1.10057
H -4.98665 4.27321 0.82795
H -3.43827 2.38179 0.46033
H -5.01862 -3.54172 -0.91177
H -6.47371 -4.96418 -2.34053
H -7.16777 -4.16147 -4.57007
H -6.43608 -1.94874 -5.37949
H -5.00032 -0.52060 -3.95574
H -6.23718 0.57860 -1.99279
H -7.81468 1.87870 -0.60199
H -7.55693 1.91557 1.85228
H -5.72963 0.65529 2.93424
H -4.14473 -0.67347 1.52627
H 1.63508 -4.74510 -1.67471
H 1.75562 -6.84904 -0.39346
H -0.30502 -8.10351 0.12853
H -2.50346 -7.26073 -0.61235
H -2.64842 -5.13344 -1.88051
H 0.87408 -5.11964 -4.15017
H 2.72317 -4.72383 -5.72479
H 3.53834 -2.43002 -6.13849
H 2.46665 -0.51043 -5.00859
H 0.57224 -0.88636 -3.46140
S -1.51827 1.99263 2.31995
C -1.27783 3.64908 1.82664
N -0.81015 3.95476 0.62819
C -0.74565 5.33164 0.12712
C -0.52721 6.28052 1.29249
C -1.58044 6.03471 2.35810
N -1.62098 4.60059 2.67766
H -0.72734 3.18180 -0.02506
H -1.67684 5.56156 -0.39883
H 0.07433 5.39233 -0.58648
H -0.58791 7.31078 0.94726
H 0.46889 6.13006 1.71219
H -2.56745 6.35440 2.01907
H -1.34733 6.57295 3.27402
H -1.94593 4.31040 3.58664
```

***

(5)
2 unconnected molecules or ions with the total composition C2H7N2O in a non-equilibrium geometry. Source: OMol25; level of theory: ωB97M-V/def2-TZVPD.

Summary:
E = -7201.240 eV
F_max = 4.03 eV Å⁻¹
highest occupied orbital energy (spin up / spin down) = -15.98 / -12.70 eV
charge = +1
orbital gap (spin up / spin down) = 11.935 / 4.559 eV
energy relative to the best compared isomer or geometry (same formula, charge and spin) = 7.904 eV

```
12
C2H7N2O (ωB97M-V/def2-TZVPD)
C -0.77511 -0.07321 0.39160
C 2.57565 -0.13168 -0.06288
N -1.80219 -0.77060 -0.03057
N -0.81139 1.22853 0.43230
O -3.09093 -0.25261 -0.41930
H 3.26983 -1.02625 -0.10688
H 2.78199 0.90040 -0.25836
H 1.56949 -0.38068 0.20440
H -1.81941 -1.81830 0.27747
H 0.16057 1.56613 0.83417
H -1.71628 1.81507 0.51118
H -2.92720 -0.12241 -1.44945
```

***

(6)
A molecular structure, C30H54CuO24V in a non-equilibrium geometry. Source: OMol25; level of theory: ωB97M-V/def2-TZVPD.

Summary:
E = -151453.297 eV
F_max = 4.31 eV Å⁻¹
multiplicity = 3
highest occupied orbital energy (spin up / spin down) = -3.34 / -3.37 eV
charge = -2
orbital gap (spin up / spin down) = 6.460 / 6.489 eV
expectation value of S² = 2.01

```
110
C30H54CuO24V (ωB97M-V/def2-TZVPD)
V -0.15239 0.84993 -3.20828
Cu -1.65955 0.45252 4.74027
C 0.71998 -3.32137 -3.19164
C 0.21106 -2.09486 -3.12472
C -1.18534 -1.80745 -2.47814
O -1.47918 -0.52790 -2.44017
C -1.84488 -2.85824 -1.90138
C -1.16111 -4.19036 -1.68409
C 0.10103 -4.49242 -2.50731
O 0.57694 -5.67088 -2.54082
O -1.64484 -5.01993 -0.93339
O 0.72458 -1.01017 -3.62555
H 1.59201 -3.55728 -3.65017
H -2.75308 -2.75690 -1.44670
C -0.81486 1.81457 0.93651
C -0.88899 1.27348 2.21455
C -0.23716 -0.13789 2.45153
O -0.40784 -0.69480 3.60651
C 0.63280 -0.64128 1.47868
C 0.67339 -0.15057 0.18878
C -0.13932 1.15279 -0.11790
O -0.03361 1.64222 -1.24393
O 1.34325 -0.49657 -0.71845
O -1.50639 1.82204 3.16796
H -1.34557 2.71249 0.62476
H 1.08907 -1.63032 1.67278
C 1.42982 3.93022 -5.37371
C 0.74314 2.88811 -4.81163
C 0.18611 1.79744 -5.78369
O -0.38947 0.84812 -5.14581
C 0.17764 1.95912 -7.15677
C 0.87793 3.07066 -7.76443
C 1.53779 4.14006 -6.79654
O 2.08911 5.13526 -7.24482
O 0.80220 3.32064 -8.97159
O 0.45828 2.73550 -3.54814
H 1.91006 4.62807 -4.68272
H -0.22807 1.20276 -7.78431
C -3.25679 0.72248 7.32075
O -3.06142 1.12597 5.97362
H -4.16907 1.19623 7.68329
H -3.54044 -0.30668 7.32303
H -2.39728 0.89202 7.92134
H -3.27055 2.03708 5.76706
C 4.39437 1.79831 1.59319
O 4.70172 2.46147 2.84349
H 4.43704 2.53199 0.79909
H 5.06443 0.99228 1.42352
H 3.38048 1.41158 1.55857
H 3.91513 2.49071 3.37992
C -1.05844 5.43983 -1.76219
O -1.24988 4.20123 -1.01150
H -0.03057 5.48913 -1.98949
H -1.69718 5.44292 -2.67967
H -1.46082 6.20388 -1.17314
H -0.71963 3.46922 -1.37175
C 1.70777 -2.73970 5.22836
O 0.32274 -3.02314 5.09943
H 2.19002 -2.75672 4.23371
H 1.90898 -1.78600 5.73112
H 2.14058 -3.56175 5.79030
H -0.07929 -2.46385 4.35973
C 3.90135 -5.73219 -3.70111
O 2.94128 -6.73565 -3.66187
H 4.50359 -5.70777 -2.84923
H 4.58685 -5.99042 -4.49335
H 3.48086 -4.72010 -3.92447
H 2.14742 -6.35874 -3.26380
C -3.60854 -0.18645 -0.10304
O -3.53841 0.63934 -1.22615
H -2.64579 -0.64446 0.11916
H -3.88349 0.34457 0.82033
H -4.35784 -1.00301 -0.17648
H -2.91323 0.28020 -1.85882
C 3.46949 -2.74897 -0.64422
O 3.32906 -2.13690 -1.96884
H 2.44484 -3.07554 -0.31454
H 4.04451 -3.67439 -0.80800
H 3.93812 -2.14431 0.12127
H 2.50617 -1.62382 -1.89497
C -4.53600 3.20166 3.78096
O -3.31480 3.25547 4.48105
H -4.96191 4.17940 3.56974
H -4.53448 2.55747 2.90081
H -5.17442 2.60505 4.46486
H -2.52173 3.11039 3.93432
C 1.16254 3.13211 4.86402
O 1.62016 1.88085 5.21852
H 0.13655 3.31732 4.89066
H 1.55205 3.92939 5.49487
H 1.50083 3.31238 3.82434
H 1.15640 1.15491 4.80626
C 2.88488 1.39957 -2.01173
O 2.12347 0.81809 -3.13480
H 3.71035 1.88842 -2.52430
H 2.23415 2.08047 -1.48941
H 3.29865 0.63837 -1.37667
H 2.08630 -0.14401 -3.13563
C -2.81807 2.10128 -4.54742
O -2.03772 1.83233 -3.33691
H -2.32045 2.88177 -5.13834
H -2.89583 1.19714 -5.13596
H -3.76883 2.50936 -4.21300
H -2.30146 2.43002 -2.59795
C -1.84677 -7.26477 5.02005
O -2.23655 -5.97004 5.62298
H -1.32349 -7.14002 4.06370
H -1.23712 -7.88101 5.66471
H -2.76790 -7.84002 4.94631
H -1.39150 -5.54007 5.67476
```

***

(7)
8 unconnected molecules or ions with the total composition C14H47BClN2O10 in a non-equilibrium geometry. Source: OMol25; level of theory: ωB97M-V/def2-TZVPD.

Summary:
E = -51913.419 eV
F_max = 4.27 eV Å⁻¹
highest occupied orbital energy = -11.71 eV
charge = +1
orbital gap = 7.647 eV
energy relative to the best compared isomer or geometry (same formula, charge and spin) = 1.102 eV

```
75
C14H47BClN2O10 (ωB97M-V/def2-TZVPD)
O 3.22483 -0.71075 2.63250
H 3.41778 -1.67375 2.65409
H 2.93567 -0.49122 1.68206
H 2.45703 -0.52304 3.22217
O -0.29832 -1.85180 0.67085
H 0.18453 -2.68534 0.76617
H 0.33025 -1.04249 0.63406
H -0.91101 -1.86845 -0.11634
O 0.71874 3.12339 0.26834
H 0.15415 3.41378 1.06810
H 1.26966 2.33214 0.56638
H 0.16282 2.96581 -0.51090
Cl -1.93764 0.32130 2.03586
O -1.68006 0.79737 0.69977
O -3.00409 1.15272 2.57718
O -2.40414 -1.05700 1.90611
O -0.76761 0.37852 2.86305
B 1.49256 0.47700 0.58588
H 1.77456 -0.64616 0.60629
H 0.95945 0.78581 -0.38569
H 0.76597 0.77574 1.43003
H 2.47268 1.08907 0.54749
C 4.19940 2.85846 -1.40401
O 5.23210 3.77204 -1.80249
H 3.92236 2.24597 -2.26373
H 4.67288 2.19408 -0.67732
H 3.37414 3.38758 -0.92961
H 4.80967 4.63128 -1.88429
C -0.49828 4.38252 4.82780
C 0.24185 4.23015 3.50556
C 1.49394 3.35969 3.65068
O 2.28594 3.61025 2.50344
C 3.66937 3.62376 2.74085
N -0.68720 3.68462 2.48591
H -1.16674 5.24179 4.75953
H 0.18811 4.64805 5.63703
H -1.00168 3.46158 5.12541
H 0.54869 5.25819 3.30256
H 1.24939 2.29327 3.74778
H 2.01975 3.65767 4.56297
H 3.95474 2.62560 3.09716
H 3.95479 4.42002 3.43274
H 4.24040 3.78801 1.82595
H -1.56056 4.10395 2.79453
H -0.82845 2.68907 2.64551
C 0.45123 -1.54604 -2.76973
C -0.79064 -2.38878 -3.11588
C -0.27475 -3.82444 -3.26935
C -1.40738 -4.86978 -3.31252
C -2.27859 -4.67016 -2.08727
C -2.83740 -3.26773 -1.81828
N -1.69064 -2.32862 -1.94689
O -2.08577 -1.00207 -1.61330
C -4.08887 -3.07902 -2.70078
C -3.33843 -3.23398 -0.37013
C -1.37383 -1.80808 -4.40113
H 0.93998 -1.82060 -1.83222
H 0.18918 -0.48913 -2.64800
H 1.23191 -1.43057 -3.52520
H 0.28333 -3.86601 -4.20499
H 0.38689 -4.01771 -2.42110
H -1.05257 -5.89582 -3.36098
H -1.92679 -4.60094 -4.23703
H -1.71330 -5.04078 -1.22357
H -3.16219 -5.31577 -2.07039
H -3.79927 -3.42387 -3.69706
H -4.89409 -3.74419 -2.40606
H -4.37940 -2.02871 -2.71838
H -3.71949 -2.24857 -0.09543
H -4.13816 -3.95799 -0.20280
H -2.65570 -3.50931 0.44375
H -1.69473 -0.77005 -4.30066
H -2.35169 -2.26456 -4.60141
H -0.75988 -2.05008 -5.26430
H -2.70137 -0.73689 -2.31630
```